No. 1
Computed, not measured: a structure of composition C42H41F2GeMnN6 at a distorted geometry, with ωB97M-V with the def2-TZVPD basis set.

Structure (XYZ):
```
93
Properties=species:S:1:pos:R:3:mulliken_charge:R:1
Mn -0.11 0.26 0.26 2.0358
C 0.19 2.89 2.03 -1.1263
C 1.61 3.05 1.54 -1.1440
C 2.40 1.78 1.59 0.3205
C 3.71 1.84 2.05 -1.1267
C 4.46 0.69 2.18 -0.8608
C 3.85 -0.53 1.89 -1.1289
C 2.56 -0.51 1.42 0.2588
N 1.84 0.61 1.22 1.1214
N -0.70 2.32 1.00 0.1252
C -2.03 2.06 1.60 -1.7413
C -2.87 1.26 0.66 1.1496
C -4.20 1.55 0.42 -1.1258
C -4.93 0.76 -0.45 -0.8966
C -4.29 -0.31 -1.06 -1.1997
C -2.95 -0.54 -0.79 -0.4522
N -2.25 0.23 0.05 1.4624
C -0.84 3.32 -0.09 -1.9700
C -0.82 2.75 -1.47 0.7519
C -0.94 3.61 -2.55 -1.0209
C -0.97 3.10 -3.83 -0.6466
C -0.92 1.72 -3.99 -1.1462
C -0.80 0.93 -2.87 -0.1671
N -0.70 1.43 -1.63 0.5910
H -0.20 3.87 2.34 0.4856
H 0.17 2.25 2.91 0.5133
H 2.11 3.79 2.16 0.6873
H 1.65 3.45 0.52 0.3525
H 4.12 2.80 2.32 0.5790
H 5.48 0.73 2.53 0.4845
H 4.37 -1.47 2.02 0.5562
H 2.06 -1.44 1.20 -0.5029
H -2.53 3.00 1.85 0.7117
H -1.90 1.52 2.53 0.3877
H -4.66 2.40 0.92 0.6209
H -5.97 0.96 -0.65 0.4610
H -4.81 -0.96 -1.75 0.5958
H -2.43 -1.36 -1.26 0.3452
H -0.06 4.07 -0.01 0.8358
H -1.78 3.86 0.04 0.5885
H -1.02 4.68 -2.38 0.5973
H -1.04 3.76 -4.69 0.4785
H -0.98 1.26 -4.97 0.5190
H -0.80 -0.15 -2.97 0.3457
N -1.66 -1.09 4.00 0.1700
C -0.51 -0.58 4.53 -1.4919
C 0.24 -0.16 3.48 -0.7293
N -0.45 -0.41 2.31 2.1016
C -1.59 -0.99 2.67 -1.4672
H -2.41 -1.50 4.52 0.3067
H -0.30 -0.56 5.59 0.4800
H 1.22 0.27 3.52 0.5487
H -2.37 -1.33 2.00 0.4355
F 2.35 -0.89 -1.07 -0.2125
C 1.39 0.00 -1.28 -0.6262
F 1.93 1.22 -1.33 -0.3151
H 0.95 -0.24 -2.25 0.9039
C -0.05 -1.58 -0.15 -0.3653
Ge 0.13 -3.39 0.70 1.5311
C 1.03 -4.69 -0.51 0.5383
C 1.65 -5.78 0.07 -0.5501
C 2.17 -6.79 -0.74 -0.7157
C 2.04 -6.71 -2.12 -0.6456
C 1.43 -5.61 -2.70 -0.9080
C 0.91 -4.60 -1.90 -0.1771
C 1.02 -3.61 2.44 0.9598
C 2.42 -3.65 2.43 -0.7477
C 3.13 -3.97 3.58 -1.2221
C 2.45 -4.27 4.75 -0.7896
C 1.06 -4.25 4.77 -0.9019
C 0.35 -3.91 3.62 -0.4140
C -1.76 -3.99 0.50 1.5616
C -2.37 -3.86 -0.75 -0.5331
C -3.63 -4.41 -0.97 -0.7221
C -4.26 -5.12 0.05 -0.7495
C -3.65 -5.25 1.28 -0.8640
C -2.40 -4.69 1.52 -0.2885
H -0.25 -1.85 -1.20 0.5684
H 1.73 -5.88 1.14 0.3250
H 2.66 -7.64 -0.28 0.4497
H 2.40 -7.52 -2.74 0.4178
H 1.35 -5.54 -3.78 0.4423
H 0.42 -3.76 -2.37 0.1983
H 2.96 -3.48 1.50 1.0603
H 4.21 -4.01 3.55 0.5186
H 3.00 -4.54 5.64 0.4359
H 0.52 -4.52 5.67 0.4740
H -0.73 -3.91 3.66 0.2114
H -1.86 -3.38 -1.57 0.3259
H -4.09 -4.32 -1.94 0.5403
H -5.22 -5.59 -0.14 0.4266
H -4.14 -5.81 2.07 0.4793
H -1.93 -4.83 2.48 0.3196
```

largest force on an atom	1.76	eV/A
E_HOMO (alpha / beta)	-15.6 / -15.6	eV
multiplicity	2
total charge	+3

No. 2
Computed, not measured: a structure of composition C17H24N3O2P2STc at a distorted geometry, with ωB97M-V with the def2-TZVPD basis set.

Structure (XYZ):
```
50
Properties=species:S:1:pos:R:3:mulliken_charge:R:1
Tc -0.27 0.57 -0.52 0.3900
C 2.49 -1.14 -1.77 -1.1872
P 2.10 0.27 -0.71 1.5011
C 2.88 1.75 -1.39 -1.4200
C 2.75 -0.01 0.96 0.0923
C 4.13 0.00 1.20 -0.4009
C 4.62 -0.18 2.50 -0.7823
C 3.75 -0.35 3.55 -0.8139
C 2.37 -0.35 3.32 -0.4303
C 1.87 -0.18 2.02 0.4197
P 0.10 -0.26 1.69 1.4126
C -0.79 0.84 2.81 -1.3219
C -0.47 -1.96 1.87 -1.1459
H 3.58 -1.28 -1.78 0.4698
H 2.16 -0.93 -2.79 0.4192
H 2.02 -2.05 -1.40 0.3619
H 3.94 1.55 -1.54 0.5377
H 2.76 2.58 -0.70 0.3858
H 2.43 2.00 -2.35 0.4424
H 4.84 0.14 0.39 0.4633
H 5.69 -0.18 2.67 0.4750
H 4.12 -0.48 4.56 0.4748
H 1.70 -0.49 4.16 0.4769
H -0.68 0.48 3.83 0.5024
H -1.86 0.82 2.57 0.4254
H -0.41 1.85 2.73 0.3981
H -0.27 -2.29 2.89 0.4960
H 0.05 -2.61 1.18 0.3477
H -1.55 -2.00 1.70 0.3683
O 0.07 2.30 0.12 -0.2434
N 0.02 3.13 -0.96 -0.4568
C -0.07 4.37 -0.64 0.8051
C -0.11 4.77 0.73 0.1489
N -0.21 5.04 1.85 -0.3143
C -0.14 5.33 -1.70 -0.1554
N -0.19 6.11 -2.54 -0.2231
O -1.62 -0.74 -1.20 -0.7374
S -2.51 -0.99 -2.49 0.2604
C -4.21 -0.59 -1.93 -0.4844
C -5.02 -1.87 -2.15 -0.6677
C -4.11 -3.03 -1.76 -0.5146
C -2.80 -2.78 -2.50 -0.6286
H -4.55 0.28 -2.48 0.4464
H -4.09 -0.35 -0.87 0.2653
H -5.34 -1.95 -3.19 0.3376
H -5.92 -1.82 -1.54 0.3503
H -4.52 -3.99 -2.06 0.3824
H -3.94 -3.05 -0.68 0.2425
H -2.87 -3.03 -3.56 0.4552
H -1.90 -3.25 -2.10 0.3735
```

largest force on an atom	2.69	eV/A
energy above the lowest of the compared OMol25 structures with the same formula, charge and spin	16.8	kcal/mol
E_HOMO (alpha / beta)	-17.7 / -18.5	eV
multiplicity	4
total charge	+3

No. 3
Computed, not measured: a structure of composition C30H57BO2P2V at a distorted geometry, with ωB97M-V with the def2-TZVPD basis set.

Structure (XYZ):
```
93
Properties=species:S:1:pos:R:3:mulliken_charge:R:1
V 1.78 -0.33 -1.07 -1.2217
C 1.63 1.01 1.54 -0.1922
C 2.49 1.17 0.35 2.1274
C 0.40 2.17 -0.03 0.9791
C 0.40 1.65 1.28 -0.5256
C 1.65 1.87 -0.67 0.5898
C 1.99 0.51 2.89 -1.6314
H 2.72 -0.30 2.86 0.3122
H 1.12 0.14 3.45 0.2717
H 2.43 1.31 3.52 0.3907
C -0.76 1.82 2.22 -0.9888
H -0.65 1.26 3.16 0.4823
H -1.68 1.49 1.73 -0.0693
H -0.94 2.88 2.49 0.3403
C -0.63 3.10 -0.55 -1.0646
H -0.33 4.16 -0.47 0.4035
H -1.59 3.02 -0.02 0.0484
H -0.83 2.90 -1.60 0.2473
C 2.08 2.59 -1.90 -1.6038
H 2.97 3.21 -1.74 0.2466
H 1.28 3.26 -2.25 0.4788
H 2.31 1.94 -2.74 0.2095
C 3.97 1.27 0.45 -1.6636
H 4.27 2.19 0.97 0.3679
H 4.44 1.29 -0.52 0.3778
H 4.39 0.44 1.03 0.2974
C 1.23 -2.18 -0.71 2.6193
C 2.38 -1.67 0.14 0.7889
C 3.79 -1.94 -0.28 -1.8816
C 4.27 -1.14 -1.53 -1.3470
C 3.25 -0.30 -2.26 -0.2774
C 2.09 -0.95 -2.91 -0.0598
C 2.06 -2.47 -3.05 -1.5528
C 1.56 -3.20 -1.78 -1.1518
H 3.95 -3.03 -0.42 0.5162
H 4.71 -1.85 -2.25 0.6493
H 4.46 -1.75 0.60 0.4822
H 2.28 -3.97 -1.43 0.4851
H 0.31 -2.47 -0.18 -2.4793
H 2.17 -1.72 1.21 0.4416
H 0.66 -3.78 -2.04 0.4410
H 1.45 -2.76 -3.92 0.3982
H 1.69 -0.45 -3.79 0.7452
H 3.07 -2.82 -3.30 0.3953
H 5.11 -0.51 -1.20 0.4563
H 3.66 0.59 -2.74 0.5909
P -0.56 -2.05 1.90 2.1511
C -1.57 -1.45 3.27 -1.3105
H -2.00 -2.31 3.79 0.5423
H -2.37 -0.83 2.86 -0.1754
H -0.97 -0.86 3.97 0.4366
C -1.70 -3.28 1.17 -1.2969
H -1.98 -3.99 1.96 0.5335
H -1.23 -3.81 0.34 0.3821
H -2.59 -2.76 0.80 -0.1034
C 0.65 -3.13 2.74 -1.4061
H 1.32 -3.60 2.01 0.3474
H 0.12 -3.91 3.30 0.5003
H 1.26 -2.54 3.43 0.3408
P -2.03 -0.05 -2.25 1.9925
C -0.87 0.90 -3.32 -1.2086
H -1.04 0.56 -4.34 0.6194
H 0.18 0.68 -3.09 -0.2313
H -1.02 1.98 -3.29 0.5925
C -1.47 -1.73 -2.69 -0.8143
H -0.39 -1.74 -2.86 -0.2295
H -1.98 -2.03 -3.62 0.6435
H -1.71 -2.45 -1.91 0.2226
C -3.59 0.25 -3.14 -1.4144
H -3.43 0.10 -4.21 0.6026
H -3.90 1.29 -2.97 0.3105
H -4.36 -0.44 -2.79 0.2825
C -4.83 -0.47 2.23 -2.1916
C -4.59 -0.12 0.77 1.7775
C -5.65 -0.86 -0.04 -1.7058
O -3.32 -0.67 0.37 -0.1261
B -2.73 0.29 -0.43 -1.3916
O -3.16 1.58 -0.11 0.4815
C -4.46 1.44 0.47 1.3602
C -5.44 2.00 -0.55 -1.7221
C -4.50 2.34 1.69 -2.0200
H -4.75 -1.56 2.37 0.4794
H -5.85 -0.15 2.49 0.4611
H -4.12 0.02 2.91 0.5142
H -5.59 -1.93 0.21 0.4708
H -6.64 -0.49 0.23 0.4113
H -5.50 -0.77 -1.13 0.1357
H -6.46 1.95 -0.14 0.4337
H -5.18 3.05 -0.73 0.3667
H -5.39 1.47 -1.51 0.3056
H -3.83 2.00 2.50 0.2323
H -4.19 3.36 1.41 0.4679
H -5.53 2.38 2.07 0.4802
```

largest force on an atom	5.66	eV/A
energy above the lowest of the compared OMol25 structures with the same formula, charge and spin	126.1	kcal/mol
E_HOMO (alpha / beta)	-9.2 / -9.5	eV
multiplicity	3
total charge	+1

No. 4
Computed, not measured: the molecule C5H3F3, with ωB97M-V with the def2-TZVPD basis set.

Structure (XYZ):
```
11
Properties=species:S:1:pos:R:3:mulliken_charge:R:1
C 1.64 -1.54 -0.11 -0.5720
C 0.65 -0.97 0.50 0.5023
C 1.60 -0.14 -0.54 -0.2150
C -0.17 0.08 0.76 -0.7075
C -1.46 0.24 0.02 0.9229
F -1.56 1.47 -0.52 -0.2489
F -1.61 -0.63 -0.98 -0.2558
F -2.53 0.11 0.83 -0.2593
H 2.30 0.58 -0.11 0.2396
H 1.22 0.12 -1.52 0.2392
H -0.08 0.68 1.66 0.3547
```

largest force on an atom	0.58	eV/A
energy above the lowest of the compared OMol25 structures with the same formula, charge and spin	81.0	kcal/mol
E_HOMO (alpha / beta)	-9.6 / -9.6	eV

No. 5
Computed, not measured: a cluster of 2 separate species, CH3NO2S in total at a distorted geometry, with ωB97M-V with the def2-TZVPD basis set.

Structure (XYZ):
```
8
Properties=species:S:1:pos:R:3:mulliken_charge:R:1
C 0.08 0.86 -0.35 -0.2853
N 0.95 -0.19 0.33 -0.3023
O -1.13 -1.59 -0.49 -0.5209
O -1.22 -0.56 1.75 -0.5242
S -0.67 -0.58 0.42 0.8527
H 0.15 1.88 0.03 0.2955
H 0.12 0.82 -1.80 0.2361
H 1.73 -0.65 0.11 0.2483
```

largest force on an atom	7.07	eV/A
energy above the lowest of the compared OMol25 structures with the same formula, charge and spin	84.6	kcal/mol
E_HOMO	-10.5	eV

No. 6
Computed, not measured: the molecule C5H6N2O2, with ωB97M-V with the def2-TZVPD basis set.

Structure (XYZ):
```
15
Properties=species:S:1:pos:R:3:mulliken_charge:R:1
H -1.04 -2.60 -0.35 0.2759
N -0.15 -2.12 -0.17 -0.6267
C -0.27 -0.93 0.22 0.5438
C 0.95 -0.13 0.60 0.6400
C 2.07 -0.25 -0.39 -1.2166
O 0.99 0.50 1.62 -0.5473
C -1.61 -0.24 0.36 0.3986
O -2.63 -0.85 0.57 -0.5128
C -1.58 1.24 0.13 -0.1560
N -0.63 1.71 -0.55 -0.4377
H -0.64 2.71 -0.70 0.2296
H 2.96 0.23 -0.01 0.3276
H 1.76 0.23 -1.32 0.3087
H 2.24 -1.30 -0.59 0.3684
H -2.41 1.80 0.57 0.4043
```

SMILES string	[H]/N=C(/C(C)=O)C(=O)/C=N/[H]
largest force on an atom	0.94	eV/A
energy above the lowest of the compared OMol25 structures with the same formula, charge and spin	38.4	kcal/mol
E_HOMO	-9.6	eV

No. 7
Computed, not measured: a cluster of 3 separate species, C18H38BN3O7 in total at a distorted geometry, with ωB97M-V with the def2-TZVPD basis set.

Structure (XYZ):
```
67
Properties=species:S:1:pos:R:3:mulliken_charge:R:1
C -3.49 3.20 1.23 -0.8817
N -2.47 3.86 0.37 -0.0019
C -2.58 5.32 0.40 -1.1645
B -1.14 3.33 0.60 0.1176
O -0.62 2.37 -0.24 -0.4242
C -0.23 3.74 1.87 0.6483
C 0.25 5.12 1.78 -0.1887
N 0.61 6.21 1.70 -0.5250
C 0.98 2.79 2.08 -0.1852
C 1.23 2.54 3.51 0.1716
N 1.42 2.35 4.62 -0.5326
H -4.20 3.95 1.57 0.3662
H -4.01 2.45 0.63 0.1878
H -3.03 2.69 2.08 0.3134
H -2.50 5.74 1.42 0.3959
H -1.80 5.78 -0.21 0.3887
H -3.55 5.62 0.00 0.3538
H -1.23 1.65 -0.39 0.2239
H -0.87 3.69 2.75 0.2041
H 1.89 3.22 1.66 0.3033
H 0.81 1.83 1.60 0.2245
C 2.55 -1.21 3.64 -0.9206
O 3.18 -0.66 2.50 -0.1560
C 4.50 -0.21 2.72 -0.5651
C 5.40 -0.55 1.55 -0.3294
O 5.68 -1.92 1.39 -0.4664
C 4.67 -2.78 0.89 -0.2878
C 4.32 -2.58 -0.56 -0.6537
O 3.56 -1.40 -0.77 -0.1022
C 3.82 -0.75 -1.99 -0.8429
H 2.22 -0.42 4.33 0.3353
H 1.67 -1.76 3.29 0.2444
H 3.21 -1.90 4.18 0.3741
H 4.92 -0.65 3.63 0.3898
H 4.50 0.88 2.84 0.3256
H 6.37 -0.08 1.75 0.4021
H 5.01 -0.11 0.62 0.1111
H 3.77 -2.74 1.51 0.0853
H 5.09 -3.78 0.98 0.3961
H 3.73 -3.45 -0.89 0.3596
H 5.24 -2.55 -1.16 0.3865
H 4.90 -0.66 -2.17 0.3844
H 3.40 0.25 -1.92 0.2129
H 3.36 -1.27 -2.83 0.3020
C -0.22 -1.89 -3.30 -0.6944
O -1.27 -2.44 -2.54 -0.3129
C -1.34 -1.96 -1.21 -0.2933
C -2.76 -1.71 -0.77 -0.4224
O -3.40 -0.61 -1.38 -0.3898
C -3.80 -0.71 -2.74 -0.3498
C -4.93 -1.68 -3.01 -0.5786
O -4.50 -3.03 -2.92 -0.2808
C -5.47 -3.91 -2.41 -0.7841
H 0.75 -2.34 -3.03 0.2534
H -0.42 -2.11 -4.35 0.3002
H -0.15 -0.80 -3.18 0.2972
H -0.76 -1.04 -1.11 0.1274
H -0.90 -2.72 -0.54 0.3917
H -2.72 -1.45 0.29 0.4372
H -3.36 -2.62 -0.85 0.1295
H -2.95 -0.93 -3.40 0.1216
H -4.17 0.28 -3.00 0.4097
H -5.31 -1.49 -4.02 0.4086
H -5.74 -1.49 -2.29 0.3389
H -5.94 -3.51 -1.51 0.3558
H -4.96 -4.83 -2.15 0.2355
H -6.24 -4.14 -3.15 0.3196
```

SMILES string	CN(C)B(O)[C@H](C#N)CC#N.COCCOCCOC.COCCOCCOC
largest force on an atom	1.24	eV/A
energy above the lowest of the compared OMol25 structures with the same formula, charge and spin	111.7	kcal/mol
E_HOMO	-9.1	eV

No. 8
Computed, not measured: a structure of composition C42H47AsBCdN9SSi, with ωB97M-V with the def2-TZVPD basis set.

Structure (XYZ):
```
103
Properties=species:S:1:pos:R:3:mulliken_charge:R:1
Cd -0.26 -0.46 -0.28 5.4605
C 3.03 0.67 0.82 -0.9238
C 2.79 0.74 -0.65 0.0844
C 3.63 1.16 -1.67 -2.1332
C 2.88 1.04 -2.83 0.2332
N 1.67 0.57 -2.51 1.1743
N 1.61 0.38 -1.16 -0.2925
B 0.45 0.11 -3.36 -1.1977
N -0.84 0.85 -2.91 1.9278
C -1.46 1.82 -3.62 -0.1757
C -2.58 2.22 -2.93 -1.5435
C -2.59 1.44 -1.77 0.5387
C -3.58 1.44 -0.65 -1.2085
N -1.53 0.63 -1.76 -1.1678
N 0.30 -1.43 -3.18 1.5789
C 0.72 -2.39 -4.02 -0.2834
C 0.35 -3.61 -3.50 -1.7415
C -0.31 -3.31 -2.31 0.3674
C -0.98 -4.26 -1.37 -1.0273
N -0.31 -2.00 -2.10 -0.9981
N 0.64 0.41 -4.84 0.7828
C -0.13 -0.06 -5.85 -0.3042
C 0.10 0.72 -6.96 -1.2630
C 1.03 1.69 -6.52 0.6771
C 1.64 2.80 -7.30 -1.2879
N 1.34 1.50 -5.25 -1.1492
H 3.26 1.66 1.22 0.4438
H 3.87 0.01 1.05 0.3386
H 2.15 0.30 1.35 -0.3521
H 4.64 1.52 -1.59 0.5412
H 3.12 1.26 -3.85 0.6258
H -1.07 2.14 -4.57 0.4173
H -3.31 2.95 -3.23 0.4979
H -4.58 1.66 -1.04 0.4909
H -3.34 2.20 0.10 0.0430
H -3.62 0.47 -0.16 0.1009
H 1.25 -2.14 -4.92 0.7254
H 0.52 -4.58 -3.94 0.4692
H -0.83 -5.29 -1.71 0.4367
H -2.05 -4.08 -1.33 0.2562
H -0.58 -4.20 -0.36 0.0754
H -0.79 -0.90 -5.72 0.5617
H -0.33 0.60 -7.94 0.4438
H 1.99 2.46 -8.28 0.3462
H 2.49 3.22 -6.76 0.3498
H 0.92 3.60 -7.47 0.2525
C -0.19 5.99 0.34 -1.1688
Si -1.12 5.42 1.86 0.2616
C -0.21 5.92 3.41 -1.1015
C -2.85 6.14 1.83 -1.0727
C -1.35 3.53 1.96 0.7231
C -2.23 3.07 2.93 -0.4800
C -2.49 1.72 3.11 -1.6438
C -1.83 0.83 2.29 -0.5825
N -0.97 1.22 1.34 0.2404
C -0.74 2.53 1.18 -0.0605
S 0.38 2.95 -0.11 -0.3054
H -0.22 7.09 0.34 0.3589
H -0.65 5.66 -0.60 0.3656
H 0.86 5.70 0.34 0.3665
H -0.06 7.01 3.44 0.3565
H 0.78 5.46 3.45 0.3455
H -0.75 5.64 4.31 0.3401
H -2.80 7.23 1.79 0.3746
H -3.44 5.88 2.71 0.3438
H -3.40 5.80 0.95 0.3227
H -2.74 3.78 3.57 0.3562
H -3.18 1.36 3.86 0.5288
H -2.00 -0.24 2.37 0.5239
C 2.33 -0.44 5.57 -0.5866
C 3.09 -1.05 4.58 -0.8474
C 2.46 -1.59 3.46 -0.2091
C 1.08 -1.51 3.33 0.3124
C 0.33 -0.90 4.33 -0.3792
C 0.95 -0.37 5.45 -0.9071
As 0.23 -2.19 1.74 0.3940
C -1.30 -3.14 2.41 0.4696
C -2.47 -3.14 1.65 -0.1308
C -3.59 -3.83 2.09 -1.0420
C -3.55 -4.52 3.30 -0.6070
C -2.39 -4.52 4.06 -0.7885
C -1.27 -3.83 3.62 -0.7807
C 1.50 -3.49 1.11 0.2905
C 1.63 -4.74 1.70 -0.5593
C 2.57 -5.64 1.22 -0.6869
C 3.38 -5.29 0.15 -0.6823
C 3.26 -4.04 -0.44 -0.7629
C 2.32 -3.14 0.04 -0.4623
H 2.82 -0.03 6.44 0.4132
H 4.16 -1.12 4.68 0.4418
H 3.06 -2.07 2.69 0.5536
H -0.75 -0.86 4.26 0.4799
H 0.36 0.10 6.23 0.4439
H -2.51 -2.60 0.71 0.3550
H -4.50 -3.82 1.50 0.4715
H -4.42 -5.05 3.64 0.4099
H -2.36 -5.05 5.00 0.4364
H -0.37 -3.82 4.23 0.4231
H 0.99 -5.03 2.53 0.3733
H 2.66 -6.62 1.67 0.4308
H 4.11 -5.99 -0.23 0.3934
H 3.89 -3.76 -1.27 0.4847
H 2.22 -2.17 -0.43 0.2702
```

largest force on an atom	0.37	eV/A
energy above the lowest of the compared OMol25 structures with the same formula, charge and spin	0.0	kcal/mol
E_HOMO (alpha / beta)	-11.0 / -10.9	eV
multiplicity	2
total charge	+1